No. 1
The following is a quantum chemistry calculation of one molecule with the formula C6H9P, from the Open Molecules 2025 dataset.

The geometry in XYZ format:
```
16
C6H9P (ωB97M-V/def2-TZVPD)
C -0.096 1.648 0.246
C -1.130 0.937 0.033
C 1.326 -1.002 0.053
C 1.317 1.701 -0.282
C -2.251 0.103 -0.321
C 0.996 -2.372 0.517
P 2.317 0.211 0.176
H -0.322 2.707 0.714
H 1.221 1.719 -1.426
H 1.657 2.732 -0.025
H -2.797 -0.258 0.557
H -1.972 -0.773 -0.884
H -3.024 0.586 -0.930
H 0.550 -2.871 -0.341
H 0.303 -2.132 1.318
H 1.906 -2.936 0.595
```

For the HOMO energy (alpha / beta), the calculation gives -0.25988 / -0.27665 Eh. As for the orbital gap (alpha / beta): 7.0 / 8.2 eV. Its total energy is -575.12780 Ha. For the energy above the lowest of the compared OMol25 structures with the same formula, charge and spin, the calculation gives 132.0 kcal/mol. As for the total charge: 0.

Table of Mulliken atomic charges, one value per atom, all in e: -0.218, 0.154, 0.279, -0.474, -1.077, -0.818, -0.375, 0.160, 0.285, 0.357, 0.284, 0.260, 0.313, 0.255, 0.251, 0.362

No. 2
The following is a quantum chemistry calculation of a 2-piece molecular cluster, C5H10O2 overall, from the Open Molecules 2025 dataset.

The geometry in XYZ format:
```
17
C5H10O2 (ωB97M-V/def2-TZVPD)
C 0.361 -0.368 2.332
C 1.339 -0.275 1.193
C 1.083 0.623 0.070
O 0.905 -0.791 -0.070
H 0.611 0.378 3.095
H -0.655 -0.176 1.971
H 0.386 -1.357 2.799
H 2.375 -0.533 1.413
H 0.163 1.204 0.061
H 1.898 1.034 -0.522
C -0.740 0.341 -2.455
C -1.748 0.138 -1.605
O -1.782 -0.721 -0.560
H 0.188 -0.223 -2.401
H -0.829 1.097 -3.226
H -2.680 0.695 -1.679
H -0.877 -1.065 -0.417
```

For the HOMO energy, the calculation gives -0.32132 Eh. As for the orbital gap: 9.8 eV. Its total energy is -346.92051 Ha. For the energy above the lowest of the compared OMol25 structures with the same formula, charge and spin, the calculation gives 65.8 kcal/mol. As for the total charge: 0. The SMILES is C[C@@H]1CO1.C=CO.

Table of Mulliken atomic charges, one value per atom, all in e: -1.173, 0.283, -0.453, -0.511, 0.322, 0.287, 0.293, 0.367, 0.265, 0.274, -0.690, -0.046, -0.499, 0.281, 0.241, 0.351, 0.408

No. 3
The following is a quantum chemistry calculation of one molecule with the formula C4H9NO, from the Open Molecules 2025 dataset.

The geometry in XYZ format:
```
15
C4H9NO (ωB97M-V/def2-TZVPD)
N 2.068 0.128 0.266
C 0.848 -0.445 -0.698
C -0.400 0.208 -0.093
O 0.150 1.406 -0.190
C -1.907 0.062 -0.498
C -1.296 -0.168 0.862
H 3.131 -0.199 0.016
H 1.897 -0.236 1.277
H 0.872 0.041 -1.725
H 1.079 -1.573 -0.734
H 1.040 1.276 0.334
H -2.559 0.911 -0.504
H -2.265 -0.688 -1.285
H -1.441 0.568 1.650
H -1.218 -1.292 1.323
```

For the HOMO energy, the calculation gives -0.33280 Eh. As for the orbital gap: 10.0 eV. Its total energy is -287.65005 Ha. For the energy above the lowest of the compared OMol25 structures with the same formula, charge and spin, the calculation gives 114.5 kcal/mol. As for the total charge: 0. The SMILES is NCC1(O)CC1.

Table of Mulliken atomic charges, one value per atom, all in e: -0.744, -0.415, 0.805, -0.607, -0.813, -0.712, 0.253, 0.245, 0.279, 0.306, 0.517, 0.235, 0.221, 0.233, 0.198

No. 4
The following is a quantum chemistry calculation of a 2-piece molecular cluster, H5N3S2 overall, from the Open Molecules 2025 dataset.

The geometry in XYZ format:
```
10
H5N3S2 (ωB97M-V/def2-TZVPD)
N -0.902 0.887 -0.131
N 2.847 -2.117 -0.067
N 1.733 -1.512 -0.188
S 3.638 -2.642 -1.422
S 0.957 -1.005 1.209
H -0.988 1.902 -0.327
H -0.970 0.669 -1.110
H 3.410 -2.408 0.766
H -1.857 0.598 0.167
H 0.337 -0.180 0.432
```

For the HOMO energy (alpha / beta), the calculation gives -0.28569 / -0.28562 Eh. As for the orbital gap (alpha / beta): 7.6 / 7.6 eV. Its total energy is -963.52386 Ha. For the energy above the lowest of the compared OMol25 structures with the same formula, charge and spin, the calculation gives 27.9 kcal/mol. As for the total charge: 0.

Table of Mulliken atomic charges, one value per atom, all in e: -0.851, 0.137, -0.281, -0.300, -0.136, 0.256, 0.257, 0.272, 0.270, 0.377

No. 5
The following is a quantum chemistry calculation of one molecule with the formula C4H5NO, from the Open Molecules 2025 dataset.

The geometry in XYZ format:
```
11
C4H5NO (ωB97M-V/def2-TZVPD)
C 0.034 0.578 -1.253
C 0.590 0.357 0.126
O -0.444 -0.030 1.139
C 1.161 -0.974 0.498
C -1.197 -1.073 0.875
N -1.961 -1.938 0.762
H -0.564 1.494 -1.298
H 0.870 0.682 -1.953
H -0.569 -0.276 -1.572
H 1.023 1.263 0.560
H 1.746 -0.814 1.421
```

For the HOMO energy, the calculation gives -0.34826 Eh. As for the orbital gap: 8.8 eV. Its total energy is -285.20933 Ha. For the energy above the lowest of the compared OMol25 structures with the same formula, charge and spin, the calculation gives 128.8 kcal/mol. As for the total charge: 0.

Table of Mulliken atomic charges, one value per atom, all in e: -1.207, 0.363, -0.341, -0.377, 0.535, -0.436, 0.331, 0.344, 0.330, 0.292, 0.166

No. 6
The following is a quantum chemistry calculation of a 2-piece molecular cluster, BH5N2 overall, from the Open Molecules 2025 dataset.

The geometry in XYZ format:
```
8
BH5N2 (ωB97M-V/def2-TZVPD)
H -0.573 -2.924 0.320
B -0.941 -1.988 -0.215
N -1.192 -0.980 -0.895
H -1.515 -0.222 -1.444
N 1.091 1.308 0.426
H 0.601 1.426 1.312
H 1.161 0.308 0.269
H 0.472 1.676 -0.291
```

For the HOMO energy, the calculation gives -0.36457 Eh. As for the orbital gap: 10.6 eV. Its total energy is -137.35002 Ha. For the energy above the lowest of the compared OMol25 structures with the same formula, charge and spin, the calculation gives 56.0 kcal/mol. As for the total charge: 0. The SMILES is [H]/B=N/[H].N.

Table of Mulliken atomic charges, one value per atom, all in e: -0.002, -0.482, 0.193, 0.292, -0.696, 0.229, 0.237, 0.230

No. 7
The following is a quantum chemistry calculation of AgNO3 as an isolated structure, from the Open Molecules 2025 dataset.

The geometry in XYZ format:
```
5
AgNO3 (ωB97M-V/def2-TZVPD)
Ag -1.908 -6.792 -2.158
N -1.303 -3.635 -1.028
O -1.843 -4.601 -0.598
O -1.262 -2.589 -0.398
O -0.725 -3.495 -2.141
```

For the HOMO energy, the calculation gives -0.29753 Eh. As for the orbital gap: 4.9 eV. Its total energy is -427.22029 Ha. For the energy above the lowest of the compared OMol25 structures with the same formula, charge and spin, the calculation gives 32.1 kcal/mol. As for the total charge: 0.

Table of Mulliken atomic charges, one value per atom, all in e: 0.824, 1.070, -0.650, -0.594, -0.651

No. 8
The following is a quantum chemistry calculation of C4H9NS as an isolated structure, from the Open Molecules 2025 dataset.

The geometry in XYZ format:
```
15
C4H9NS (ωB97M-V/def2-TZVPD)
C -0.104 -1.387 0.146
C -0.570 0.052 -0.506
C 0.323 0.564 -1.602
C 0.566 0.748 1.549
H 0.819 -1.297 1.103
H -1.346 -1.862 0.419
H 0.546 -2.203 -0.815
H -1.580 -0.089 -0.847
H 1.442 0.634 -1.345
H -0.300 1.481 -1.895
H -0.107 -0.140 -2.548
H -1.195 1.238 1.170
H 1.332 -0.027 1.373
N -0.372 0.830 0.655
S 0.545 1.457 3.143
```

For the HOMO energy, the calculation gives -0.30398 Eh. As for the orbital gap: 8.8 eV. Its total energy is -610.55796 Ha. For the energy above the lowest of the compared OMol25 structures with the same formula, charge and spin, the calculation gives 122.8 kcal/mol. As for the total charge: 0.

Table of Mulliken atomic charges, one value per atom, all in e: -0.716, -0.093, -1.073, -0.197, 0.245, 0.232, 0.209, 0.462, 0.292, 0.317, 0.274, 0.239, 0.259, -0.116, -0.335

No. 9
The following is a quantum chemistry calculation of one molecule with the formula C4H4O3, from the Open Molecules 2025 dataset.

The geometry in XYZ format:
```
11
C4H4O3 (ωB97M-V/def2-TZVPD)
C -1.580 0.228 -0.540
C -0.314 -0.385 -0.063
O 0.221 -1.323 -0.635
C 0.616 -0.008 1.100
O 0.442 0.243 2.260
C 1.864 0.010 0.220
O 1.736 0.903 -0.591
H -2.385 -0.376 -0.113
H -1.605 0.124 -1.631
H -1.707 1.273 -0.250
H 2.713 -0.689 0.243
```

For the HOMO energy, the calculation gives -0.36053 Eh. As for the orbital gap: 9.6 eV. Its total energy is -380.47054 Ha. For the energy above the lowest of the compared OMol25 structures with the same formula, charge and spin, the calculation gives 48.0 kcal/mol. As for the total charge: 0. The SMILES is CC(=O)C(=O)C=O.

Table of Mulliken atomic charges, one value per atom, all in e: -1.053, 0.750, -0.501, 0.380, -0.513, 0.111, -0.430, 0.313, 0.320, 0.297, 0.325